No. 1
DFT (the ωB97M-V functional and the def2-TZVPD basis) results for a 2-piece molecular cluster, C10H12FNO overall.

Structure (XYZ):
```
25
Properties=species:S:1:pos:R:3
C 1.935 -0.576 -2.665
C 2.019 -0.548 -1.435
C -3.318 0.329 -0.282
C -1.862 0.447 -0.569
C -1.048 -0.091 0.288
C -1.462 -0.983 1.322
C -2.855 -1.553 0.918
C 2.466 1.907 -0.472
C 2.430 0.801 0.581
C 1.900 -0.416 -0.099
N -3.785 -0.528 0.528
O 1.774 -1.545 0.582
F -1.639 1.392 -1.524
H 1.724 -0.428 -3.679
H -3.946 1.023 -0.681
H -0.727 -1.773 1.647
H -1.499 -0.259 2.272
H -2.783 -2.278 0.104
H -3.369 -2.013 1.804
H 3.198 1.947 -1.240
H 2.682 2.843 -0.017
H 1.518 1.809 -1.093
H 3.419 0.640 0.839
H 1.926 1.177 1.477
H 1.300 -1.324 1.391
```

E_LUMO (alpha / beta): 0.49 / -1.50 eV
Multiplicity: 3
E_HOMO (alpha / beta): -6.970 / -9.421 eV
HOMO-LUMO gap (alpha / beta): 7.5 / 7.9 eV

***

No. 2
DFT (the ωB97M-V functional and the def2-TZVPD basis) results for C29H57As2IrOSSbSi3 as an isolated structure.

Structure (XYZ):
```
95
Properties=species:S:1:pos:R:3
Ir -0.808 0.211 -0.703
C -2.558 -3.392 -1.160
As -2.584 -1.590 -0.382
C -3.390 -2.012 1.346
C -4.065 -0.660 -1.270
C -5.134 -1.410 -1.746
C -6.248 -0.787 -2.287
C -6.291 0.594 -2.381
C -5.225 1.351 -1.922
C -4.115 0.735 -1.353
As -2.771 1.836 -0.469
C -2.949 3.651 -1.186
C -3.699 2.108 1.229
H -2.582 -3.374 -2.248
H -3.420 -3.947 -0.790
H -1.661 -3.922 -0.837
H -4.450 -2.220 1.175
H -3.297 -1.199 2.062
H -2.923 -2.904 1.763
H -5.106 -2.491 -1.670
H -7.077 -1.384 -2.632
H -7.154 1.085 -2.802
H -5.265 2.431 -1.988
H -3.870 4.087 -0.795
H -2.975 3.668 -2.274
H -2.116 4.268 -0.842
H -4.760 2.226 0.999
H -3.346 3.023 1.703
H -3.581 1.269 1.912
C 5.419 -1.005 1.711
Si 3.598 -1.021 2.233
C 3.120 0.266 3.536
C 2.664 -2.670 2.148
Sb 2.184 0.029 -0.299
Si 3.452 -1.815 -2.537
C 3.133 -0.746 -4.064
C 2.199 -3.182 -2.152
C 5.228 -2.010 -1.928
Si 3.144 2.842 -0.941
C 2.551 2.955 -2.734
C 2.117 3.737 0.374
C 4.971 2.508 -0.596
H 6.020 -1.312 2.567
H 5.778 -0.022 1.422
H 5.645 -1.705 0.913
H 3.609 0.016 4.477
H 2.051 0.287 3.729
H 3.450 1.267 3.271
H 2.637 -3.137 3.131
H 3.150 -3.376 1.479
H 1.634 -2.535 1.824
H 2.285 -0.068 -3.965
H 2.930 -1.395 -4.920
H 4.014 -0.164 -4.333
H 1.212 -2.799 -1.898
H 2.540 -3.818 -1.339
H 2.091 -3.825 -3.025
H 5.661 -1.099 -1.524
H 5.850 -2.296 -2.777
H 5.329 -2.804 -1.191
H 1.547 2.558 -2.871
H 3.223 2.444 -3.418
H 2.532 3.999 -3.048
H 1.047 3.620 0.204
H 2.331 4.805 0.349
H 2.348 3.394 1.380
H 5.343 1.624 -1.106
H 5.180 2.412 0.466
H 5.566 3.348 -0.954
C -0.625 2.028 2.610
C -0.402 0.549 2.647
O -0.044 -0.053 1.605
C -0.598 -0.152 3.898
C -0.663 -1.559 3.891
C -0.869 -2.261 5.058
C -1.014 -1.580 6.265
C -0.949 -0.192 6.293
C -0.742 0.519 5.129
H -0.699 2.355 1.568
H 0.205 2.545 3.092
H -1.529 2.293 3.152
H -0.585 -2.069 2.940
H -0.919 -3.339 5.039
H -1.178 -2.131 7.178
H -1.058 0.331 7.231
H -0.669 1.592 5.180
C -1.184 -1.279 -4.060
S -0.513 0.244 -3.340
C -1.685 1.403 -4.085
H -1.107 -1.189 -5.142
H -2.226 -1.393 -3.764
H -0.587 -2.120 -3.716
H -2.707 1.108 -3.842
H -1.536 1.381 -5.163
H -1.478 2.402 -3.706
```

ΔE to the lowest compared entry with this formula, charge and spin: 0.0 kJ/mol
E_LUMO (alpha / beta): -12.51 / -12.80 eV
Multiplicity: 2
E_HOMO (alpha / beta): -18.113 / -18.024 eV
Net charge: +4
HOMO-LUMO gap (alpha / beta): 5.6 / 5.2 eV

***

No. 3
DFT (the ωB97M-V functional and the def2-TZVPD basis) results for a 2-piece molecular cluster, C3H12N2 overall.

Structure (XYZ):
```
17
Properties=species:S:1:pos:R:3
C -0.416 -0.912 -0.646
C -0.029 -0.006 0.296
C -0.362 1.416 -0.523
N 0.243 2.327 0.453
N 0.431 -2.640 0.173
H -1.385 -1.368 -0.719
H 0.177 -0.998 -1.501
H -0.620 -0.148 1.286
H 1.053 0.043 0.548
H -1.453 1.622 -0.535
H 0.085 1.669 -1.604
H -0.536 2.912 0.628
H 1.110 2.934 0.078
H 0.552 1.864 1.301
H -0.435 -3.106 0.421
H 0.838 -3.535 -0.216
H 0.733 -2.691 1.173
```

ΔE to the lowest compared entry with this formula, charge and spin: 378.8 kJ/mol
E_LUMO: -9.20 eV
Multiplicity: 1
E_HOMO: -21.030 eV
Net charge: +2
HOMO-LUMO gap: 11.8 eV

***

No. 4
DFT (the ωB97M-V functional and the def2-TZVPD basis) results for a 2-piece molecular cluster, C7H14NO overall.

Structure (XYZ):
```
23
Properties=species:S:1:pos:R:3
C 1.666 -0.450 -0.184
C 1.522 0.969 -0.394
C 2.421 -1.638 -0.042
C 2.267 1.904 0.629
C -2.331 -2.041 0.296
C -2.274 1.579 -0.710
C -2.225 -0.603 0.446
N 0.503 -0.034 0.050
O -2.487 0.168 -0.521
H 1.525 1.265 -1.448
H 2.398 -1.958 1.037
H 3.465 -1.576 -0.497
H 1.937 -2.324 -0.629
H 2.263 1.420 1.573
H 1.697 2.878 0.647
H 3.242 2.236 0.264
H -2.093 -2.260 -0.712
H -3.304 -2.525 0.439
H -1.554 -2.568 0.818
H -1.344 1.696 -1.331
H -2.270 2.062 0.250
H -3.017 1.865 -1.423
H -2.009 -0.063 1.444
```

ΔE to the lowest compared entry with this formula, charge and spin: 448.3 kJ/mol
E_LUMO: -4.78 eV
Multiplicity: 1
E_HOMO: -13.088 eV
Net charge: +1
HOMO-LUMO gap: 8.3 eV

***

No. 5
DFT (the ωB97M-V functional and the def2-TZVPD basis) results for a 4-piece molecular cluster, C4H14O4 overall.

Structure (XYZ):
```
22
Properties=species:S:1:pos:R:3
O 0.454 2.575 0.225
C -0.212 2.533 -0.771
C 0.423 2.855 -2.125
C 1.798 3.457 -2.015
C 2.400 3.821 -3.380
H -1.240 2.148 -0.898
H 0.519 1.959 -2.723
H -0.326 3.564 -2.516
H 1.970 4.353 -1.398
H 2.419 2.849 -1.348
H 3.459 4.068 -3.327
H 1.835 4.667 -3.777
H 2.223 2.983 -4.050
H -0.735 -6.063 2.354
H -0.633 -4.918 1.280
O -0.331 -5.793 1.527
H -4.868 -3.275 1.809
H -4.660 -3.583 3.307
O -4.245 -3.189 2.535
H 1.325 -4.045 2.485
H 0.869 -2.771 3.243
O 0.554 -3.522 2.723
```

ΔE to the lowest compared entry with this formula, charge and spin: 90.2 kJ/mol
E_LUMO: 0.79 eV
Multiplicity: 1
E_HOMO: -9.784 eV
Structure (SMILES): CCCC=O.O.O.O
HOMO-LUMO gap: 10.6 eV

***

No. 6
DFT (the ωB97M-V functional and the def2-TZVPD basis) results for C18H20N2O5 in the gas phase.

Structure (XYZ):
```
45
Properties=species:S:1:pos:R:3
C -1.548 -2.272 0.350
C -0.720 -1.357 1.242
C -2.127 -1.293 -0.842
C -2.877 -0.037 -0.422
C -4.323 -0.192 -0.509
C -2.268 1.196 0.013
C -5.150 0.876 -0.312
C -3.244 2.228 0.277
C -4.673 2.155 0.011
C 1.240 -1.424 -0.421
C 2.389 -2.447 0.244
C 1.872 -0.357 -1.356
C 2.859 0.572 -0.729
C 4.224 0.266 -0.806
C 2.539 1.776 -0.202
C 5.095 0.994 0.020
C 3.447 2.590 0.508
C 4.793 2.272 0.532
H -2.417 -3.889 1.386
H -2.908 -2.151 1.912
H -0.971 -3.082 -0.153
H -1.434 -1.112 -1.714
H -2.847 -1.878 -1.404
H -4.778 -1.115 -0.740
H -1.111 1.312 0.432
H -6.300 0.709 -0.237
H -2.953 3.269 0.787
H -6.321 2.824 0.465
H 0.936 -0.153 1.400
H 0.572 -1.896 -1.235
H 2.437 -1.263 -1.987
H 1.136 0.269 -2.056
H 4.594 -0.730 -1.159
H 1.433 1.967 -0.270
H 6.095 0.584 0.050
H 3.118 3.418 1.254
H 5.025 4.029 1.231
H 2.510 -3.117 -1.475
N -2.703 -2.824 1.038
N 0.465 -0.840 0.709
O -1.181 -1.090 2.386
O -5.443 3.288 0.138
O 2.809 -2.259 1.326
O 5.597 3.258 0.965
O 3.117 -3.074 -0.647
```

ΔE to the lowest compared entry with this formula, charge and spin: 568.4 kJ/mol
E_LUMO: 0.00 eV
Multiplicity: 1
E_HOMO: -8.332 eV
Structure (SMILES): N[C@@H](Cc1ccc(O)cc1)C(=O)N[C@@H](Cc1ccc(O)cc1)C(=O)O
HOMO-LUMO gap: 8.3 eV

***

No. 7
DFT (the ωB97M-V functional and the def2-TZVPD basis) results for a 2-piece molecular cluster, CHN4O2 overall.

Structure (XYZ):
```
8
Properties=species:S:1:pos:R:3
C -0.607 1.669 -0.930
N 3.728 1.327 1.882
N 2.670 0.975 2.044
N 0.524 0.157 0.553
N 0.483 1.268 0.100
O -1.726 1.362 -0.530
O -0.177 2.341 -1.876
H -0.142 -0.584 0.348
```

ΔE to the lowest compared entry with this formula, charge and spin: 28.6 kJ/mol
E_LUMO: 4.62 eV
Multiplicity: 1
E_HOMO: -3.445 eV
Net charge: -1
HOMO-LUMO gap: 8.1 eV

***

No. 8
DFT (the ωB97M-V functional and the def2-TZVPD basis) results for C3H4N2O2 in the gas phase.

Structure (XYZ):
```
11
Properties=species:S:1:pos:R:3
C -0.488 -0.760 0.657
C -1.864 -0.875 -0.097
C 1.449 -0.038 -0.570
H 0.433 2.292 0.372
H 0.347 -1.584 0.462
H -0.683 -0.605 1.827
H 1.449 0.964 -1.335
N 0.387 0.500 0.275
N -2.798 -0.356 -0.880
O -0.311 1.539 -0.188
O 2.077 -1.077 -0.523
```

ΔE to the lowest compared entry with this formula, charge and spin: 759.4 kJ/mol
E_LUMO: -0.14 eV
Multiplicity: 1
E_HOMO: -10.183 eV
Structure (SMILES): N#CCN(O)C=O
HOMO-LUMO gap: 10.0 eV

***

No. 9
DFT (the ωB97M-V functional and the def2-TZVPD basis) results for C31H43I2MoN8 as an isolated structure.

Structure (XYZ):
```
85
Properties=species:S:1:pos:R:3
Mo 0.000 -0.640 -0.442
C -2.692 -2.200 -1.633
N -2.756 -0.951 -0.868
C -3.455 -1.116 0.403
C -2.466 -1.729 1.337
N -1.159 -1.653 1.128
C -0.566 -2.393 2.142
C 0.766 -2.709 2.399
C 1.030 -3.516 3.484
C 0.012 -4.002 4.310
C -1.314 -3.706 4.072
C -1.583 -2.907 2.971
N -2.766 -2.461 2.422
C -1.745 -1.975 -2.759
N -0.837 -1.014 -2.735
C -0.289 -1.002 -4.016
C 0.582 -0.114 -4.647
C 0.949 -0.386 -5.949
C 0.453 -1.491 -6.645
C -0.479 -2.331 -6.073
C -0.850 -2.060 -4.763
N -1.785 -2.637 -3.930
H -3.670 -2.512 -2.034
H -2.336 -3.012 -0.980
H -3.242 -0.253 -1.429
H -4.347 -1.757 0.323
H -3.783 -0.136 0.767
H 1.561 -2.337 1.771
H 2.051 -3.792 3.693
H 0.277 -4.629 5.145
H -2.108 -4.083 4.697
H -3.689 -2.675 2.771
H 0.935 0.778 -4.150
H 1.625 0.285 -6.454
H 0.774 -1.668 -7.660
H -0.918 -3.146 -6.623
H -2.413 -3.390 -4.173
I 2.487 -0.776 -2.032
C 2.436 -2.956 -2.250
I 0.774 -3.860 -1.210
H 3.359 -3.346 -1.829
H 2.361 -3.196 -3.307
N -1.880 6.373 -1.517
C -1.113 5.149 -1.894
C -1.785 3.848 -1.390
N -1.012 2.656 -1.669
H -1.403 7.220 -1.861
H -1.981 6.451 -0.495
H -2.824 6.352 -1.928
H -0.110 5.218 -1.463
H -1.024 5.131 -2.983
H -2.768 3.732 -1.855
H -1.915 3.908 -0.306
H -0.062 2.747 -1.316
H -0.961 2.474 -2.666
C 0.152 3.184 1.752
C -0.618 2.109 2.527
C -1.807 1.584 1.723
C 0.390 1.078 2.985
C 0.563 0.876 4.339
C 1.680 0.215 4.833
C 2.733 -0.034 3.971
C 2.614 0.139 2.602
C 3.868 0.109 1.760
C 4.157 -1.256 1.127
C 3.834 1.236 0.726
C 1.321 0.466 2.074
N 0.888 0.117 0.872
H -0.510 4.000 1.470
H 0.600 2.748 0.858
H 0.944 3.593 2.376
H -1.021 2.574 3.436
H -1.484 1.186 0.744
H -2.517 2.393 1.559
H -2.308 0.807 2.296
H -0.167 1.269 5.031
H 1.776 0.033 5.890
H 3.681 -0.351 4.376
H 4.699 0.333 2.437
H 3.248 -1.693 0.717
H 4.567 -1.940 1.864
H 4.886 -1.141 0.330
H 3.025 1.097 0.006
H 4.775 1.276 0.184
H 3.687 2.193 1.221
```

ΔE to the lowest compared entry with this formula, charge and spin: 143.6 kJ/mol
E_LUMO (alpha / beta): -8.22 / -8.06 eV
Multiplicity: 3
E_HOMO (alpha / beta): -15.133 / -15.033 eV
Net charge: +3
HOMO-LUMO gap (alpha / beta): 6.9 / 7.0 eV

***

No. 10
DFT (the ωB97M-V functional and the def2-TZVPD basis) results for C19H13BrClNO4S2 in the gas phase.

Structure (XYZ):
```
41
Properties=species:S:1:pos:R:3
O 0.826 -0.457 5.280
C 0.391 0.095 4.311
O 0.666 1.357 3.986
H 1.242 1.764 4.653
C -0.521 -0.578 3.293
N -1.051 0.342 2.324
C -2.041 1.222 2.644
S -2.794 1.291 4.085
S -2.393 2.259 1.273
C -1.190 1.454 0.277
C -0.872 1.850 -0.966
C 0.101 1.166 -1.813
C 1.185 1.872 -2.314
C 2.142 1.217 -3.067
C 2.029 -0.134 -3.336
C 0.929 -0.834 -2.874
C -0.057 -0.200 -2.125
O -1.222 -0.751 -1.721
C -1.485 -2.132 -1.910
C -0.890 -2.973 -0.808
C 0.179 -3.829 -1.036
C 0.729 -4.575 -0.009
C 0.209 -4.481 1.269
C -0.863 -3.644 1.519
C -1.400 -2.895 0.485
Cl -2.743 -1.856 0.820
H -1.290 -3.577 2.508
H 0.633 -5.060 2.075
H 1.563 -5.230 -0.210
H 0.582 -3.921 -2.033
H -1.143 -2.474 -2.892
H -2.577 -2.202 -1.878
H 0.860 -1.883 -3.103
H 2.789 -0.640 -3.910
Br 3.636 2.190 -3.730
H 1.291 2.921 -2.086
H -1.333 2.745 -1.365
C -0.535 0.381 1.041
O 0.350 -0.354 0.668
H -1.333 -1.073 3.833
H 0.069 -1.323 2.747
```

E_LUMO: -0.73 eV
Multiplicity: 1
E_HOMO: -8.425 eV
Structure (SMILES): O=C(O)CN1C(=O)/C(=C\c2cc(Br)ccc2OCc2ccccc2Cl)SC1=S
HOMO-LUMO gap: 7.7 eV

***

No. 11
DFT (the ωB97M-V functional and the def2-TZVPD basis) results for a 2-piece molecular cluster, C18H29BrN2O3 overall.

Structure (XYZ):
```
53
Properties=species:S:1:pos:R:3
C -0.746 -2.156 0.956
C 0.048 -3.161 1.780
Br -0.902 -3.554 3.466
C 0.219 -4.500 1.072
N 0.376 -4.342 -0.373
C 1.213 -3.424 -0.927
C 1.339 -3.278 -2.287
C 0.594 -4.075 -3.151
C 0.734 -3.920 -4.618
O 1.735 -4.151 -5.210
O -0.359 -3.439 -5.274
C -0.256 -5.028 -2.577
C -0.330 -5.155 -1.213
H -1.350 -1.525 1.594
H -0.046 -1.508 0.435
H -1.378 -2.656 0.228
H 0.988 -2.739 2.108
H -0.675 -5.084 1.252
H 1.050 -5.077 1.480
H 1.787 -2.785 -0.276
H 2.013 -2.527 -2.661
H -1.154 -3.882 -4.950
H -0.848 -5.683 -3.195
H -0.968 -5.899 -0.769
C -2.011 3.807 -0.429
C -0.662 3.066 -0.388
C 0.476 4.094 -0.391
C 0.642 4.884 0.911
C 0.179 4.102 2.149
C 0.174 2.578 1.977
N -0.673 2.240 0.836
O -0.777 0.930 0.628
C -0.467 1.989 3.233
C 1.610 2.050 1.873
C -0.537 2.250 -1.667
H -2.834 3.091 -0.455
H -2.089 4.443 -1.317
H -2.148 4.440 0.449
H 1.415 3.580 -0.609
H 0.330 4.790 -1.221
H 1.692 5.165 1.019
H 0.089 5.825 0.854
H 0.801 4.374 3.005
H -0.833 4.421 2.412
H -1.513 2.291 3.308
H 0.053 2.343 4.127
H -0.427 0.900 3.229
H 2.174 2.324 2.768
H 2.146 2.450 1.012
H 1.617 0.962 1.797
H -0.578 2.921 -2.528
H -1.346 1.530 -1.769
H 0.411 1.710 -1.704
```

E_LUMO: -2.06 eV
Multiplicity: 1
E_HOMO: -4.302 eV
HOMO-LUMO gap: 2.2 eV

***

No. 12
DFT (the ωB97M-V functional and the def2-TZVPD basis) results for C20H21BrF4GdN5O4S2 as an isolated structure.

Structure (XYZ):
```
58
Properties=species:S:1:pos:R:3
Gd -0.031 -1.818 0.078
C -0.293 0.051 -2.962
N -0.751 -1.223 -2.410
C -0.343 -2.286 -3.347
C -2.219 -1.275 -2.293
C -2.815 -0.472 -1.139
N -2.096 -0.718 0.098
C -2.591 -0.259 1.255
C -1.914 -0.589 2.454
F -0.819 -1.426 2.335
C -2.233 -0.117 3.699
F -1.471 -0.466 4.744
C -3.320 0.716 3.880
C -4.042 1.035 2.745
F -5.108 1.840 2.866
C -3.709 0.581 1.487
F -4.478 1.001 0.455
H -0.749 0.246 -3.942
H 0.789 0.013 -3.091
H -0.535 0.867 -2.284
H -0.761 -2.091 -4.344
H -0.692 -3.251 -2.992
H 0.740 -2.327 -3.408
H -2.478 -2.322 -2.131
H -2.683 -0.939 -3.230
H -3.859 -0.787 -1.057
H -2.827 0.600 -1.376
H -3.594 1.098 4.851
O 0.028 6.159 1.250
C -0.135 4.888 0.840
C -0.836 4.542 -0.313
C -0.933 3.207 -0.644
N -0.392 2.219 0.071
C 0.241 2.574 1.169
Br 0.948 1.161 2.234
C 0.418 3.872 1.608
H -0.414 6.769 0.653
H -1.296 5.299 -0.936
H -1.482 2.912 -1.531
H 0.951 4.100 2.520
N 6.423 -1.029 0.248
C 5.065 -0.955 0.194
C 4.407 -0.043 -0.641
C 3.032 -0.025 -0.658
N 2.263 -0.817 0.091
C 2.897 -1.661 0.927
C 4.262 -1.761 1.011
H 6.968 -0.589 -0.471
H 6.843 -1.807 0.724
H 4.970 0.626 -1.279
H 2.505 0.672 -1.302
H 2.277 -2.280 1.576
H 4.711 -2.475 1.689
O 0.463 -3.630 1.340
S 0.150 -4.382 0.080
O -1.062 -3.667 -0.462
O -0.001 -5.794 0.222
S 1.611 -3.770 -1.156
```

ΔE to the lowest compared entry with this formula, charge and spin: 82.1 kJ/mol
E_LUMO (alpha / beta): 0.14 / -2.88 eV
Multiplicity: 8
E_HOMO (alpha / beta): -7.401 / -7.351 eV
HOMO-LUMO gap (alpha / beta): 7.5 / 4.5 eV

***

Number 1: F_max 3.2 eV/A. Number 2: F_max 2.0 eV/A. Number 3: F_max 5.7 eV/A. Number 4: F_max 3.5 eV/A. Number 5: F_max 2.5 eV/A. Number 6: F_max 4.2 eV/A. Number 7: F_max 5.2 eV/A. Number 8: F_max 12.6 eV/A. Number 9: F_max 2.6 eV/A. Number 10: F_max 1.0 eV/A. Number 11: F_max 0.9 eV/A. Number 12: F_max 3.6 eV/A.